4 unconnected molecules or ions with the total composition C12H27BFN2O14P at a distorted geometry, computed with ωB97M-V/def2-TZVPD.

CARTESIAN COORDINATES (ANGSTROEM)
C: -2.04420 -4.19529 3.66289
C: -2.78821 -3.86540 2.20150
F: -2.96080 -5.17212 1.53444
O: -2.06752 -2.84475 1.43875
C: -1.58585 -3.31905 0.13602
O: -2.38239 -3.60806 -0.93198
N: -0.09382 -3.41886 -0.06808
B: 0.34286 -3.14197 -1.49126
N: 0.42928 -4.15533 -2.62535
O: 0.78582 -1.74182 -1.82149
P: 0.63217 -4.87971 0.63169
O: 2.37855 -4.93153 0.31565
O: -0.13220 -6.35385 0.11259
H: -2.74218 -3.91721 4.56143
H: -0.97444 -3.72281 3.70158
H: -1.88635 -5.37164 3.72348
H: -3.82995 -3.37610 2.51200
H: -0.02973 -5.06470 -2.38776
H: -0.13934 -3.74376 -3.42424
H: 1.78842 -1.69391 -1.85716
H: 2.61565 -5.91746 0.19775
H: -0.85948 -6.55277 0.80105
C: 1.15296 4.34833 0.97095
O: 1.30439 2.93564 1.09667
C: 0.39077 2.21218 0.40149
O: -0.50745 2.66588 -0.29010
O: 0.64980 0.89644 0.60903
C: -0.23961 0.00957 -0.06655
H: 1.93504 4.82645 1.56705
H: 1.27675 4.65851 -0.07171
H: 0.18040 4.66834 1.35861
H: -0.17160 0.14631 -1.15069
H: -1.26783 0.15621 0.27961
H: 0.06012 -1.01501 0.17026
C: 8.16696 2.31165 0.28030
O: 7.03951 1.78611 -0.41763
C: 5.86227 1.91734 0.24438
O: 5.71013 2.42942 1.34237
O: 4.88361 1.38019 -0.52700
C: 3.57998 1.44798 0.04741
H: 9.05289 2.15287 -0.34060
H: 8.05109 3.38764 0.44606
H: 8.31289 1.78585 1.22941
H: 3.28072 2.48943 0.20396
H: 3.54260 0.88772 0.98723
H: 2.87725 0.99003 -0.65411
C: -2.71385 2.96085 -1.94144
O: -4.07831 2.55354 -2.02365
C: -4.96309 3.46692 -1.55007
O: -4.68433 4.55957 -1.08170
O: -6.21176 2.95399 -1.68801
C: -7.25312 3.81273 -1.22745
H: -2.09566 2.15535 -2.34717
H: -2.54300 3.86109 -2.54064
H: -2.42265 3.12682 -0.89922
H: -7.26374 4.74710 -1.79801
H: -7.14332 4.01279 -0.15671
H: -8.20707 3.30227 -1.38584

E_tot   -57208.70126 eV
Net charge   0
Gap between HOMO and LUMO   0.3050 hartree
Structure (SMILES)   C[C@H](F)OC(=O)N(B(N)O)P(O)O.COC(=O)OC.COC(=O)OC.COC(=O)OC